# C32H53N7O3P2SSi2Sr

C32H53N7O3P2SSi2Sr as an isolated structure (ωB97M-V with the def2-TZVPD basis set, the OMol25 dataset).

Each line ends with the Löwdin charge.
Positions of all 101 atoms, in Å:
Sr  0.561  1.350  -0.601  1.1238
C  -2.274  0.748  2.218  -0.0742
N  -1.375  1.420  3.172  -0.2983
C  -1.166  0.754  4.448  -0.0996
P  -0.698  2.845  2.752  0.4494
O  -0.690  3.099  1.299  -0.3606
O  0.791  2.761  3.394  -0.2550
P  2.178  2.239  2.718  0.4719
O  2.278  2.665  1.305  -0.3208
N  3.329  2.865  3.690  -0.3074
C  4.235  3.890  3.187  -0.0797
C  3.200  2.792  5.136  -0.1024
N  2.145  0.609  3.001  -0.2586
C  3.378  -0.134  3.269  -0.0763
C  1.257  -0.122  2.100  -0.1485
N  -1.384  4.087  3.587  -0.2956
C  -0.864  5.420  3.302  -0.0952
C  -1.872  3.919  4.945  -0.1002
H  -2.373  -0.291  2.524  0.0841
H  -1.813  0.739  1.228  0.0188
H  -3.254  1.219  2.149  0.0939
H  -2.109  0.644  4.990  0.0872
H  -0.473  1.320  5.067  0.0765
H  -0.745  -0.242  4.286  0.0820
H  4.289  3.831  2.103  0.0748
H  5.232  3.723  3.599  0.0877
H  3.901  4.892  3.474  0.0877
H  2.564  1.954  5.418  0.0784
H  2.765  3.710  5.545  0.0865
H  4.184  2.644  5.586  0.0881
H  4.050  0.457  3.885  0.0747
H  3.892  -0.407  2.344  0.0705
H  3.120  -1.047  3.809  0.0918
H  0.393  0.495  1.841  0.0225
H  0.848  -1.015  2.575  0.0976
H  1.780  -0.403  1.173  0.0162
H  -0.551  5.477  2.261  0.0818
H  -0.012  5.669  3.946  0.0860
H  -1.652  6.155  3.466  0.0866
H  -2.415  2.982  5.042  0.0680
H  -2.565  4.731  5.169  0.0873
H  -1.065  3.946  5.688  0.0889
C  -3.598  2.803  -4.024  -0.0353
N  -3.301  1.463  -3.558  -0.1248
C  -3.538  0.287  -4.247  -0.0355
C  -3.089  -0.720  -3.471  -0.0186
N  -2.581  -0.153  -2.319  0.0046
C  -2.712  1.191  -2.372  -0.7238
S  -2.260  2.300  -1.167  0.5907
C  -2.006  -0.953  -1.246  -0.3864
C  -2.849  -1.828  -0.633  -0.0633
C  -2.304  -2.548  0.498  -0.1322
C  -0.976  -2.579  0.675  -0.1208
C  -0.099  -1.993  -0.410  -0.4283
N  -0.700  -0.772  -0.999  -0.1292
H  -4.380  2.747  -4.777  0.0901
H  -2.710  3.267  -4.452  0.0957
H  -3.935  3.404  -3.183  0.0673
H  -4.003  0.278  -5.216  0.1188
H  -3.077  -1.787  -3.613  0.1134
H  -3.886  -1.896  -0.922  0.1025
H  -2.975  -3.006  1.217  0.1005
H  -0.531  -3.066  1.536  0.0922
H  0.882  -1.720  -0.003  0.0435
C  4.217  0.090  -2.838  -0.3040
Si  3.486  0.144  -1.067  0.4091
C  4.876  1.113  -0.153  -0.2900
C  3.812  -1.677  -0.520  -0.2862
H  5.235  -0.316  -2.842  0.0140
H  4.256  1.084  -3.294  0.0018
H  3.609  -0.540  -3.493  -0.0014
H  5.859  0.670  -0.346  0.0162
H  4.733  1.154  0.932  -0.0226
H  4.901  2.152  -0.497  0.0085
H  4.869  -1.951  -0.618  0.0240
H  3.247  -2.335  -1.187  -0.0167
H  3.512  -1.927  0.504  -0.0133
C  -3.077  -4.814  -4.536  -0.0978
C  -3.085  -5.137  -3.183  -0.0849
C  -2.070  -4.687  -2.356  -0.1061
C  -1.031  -3.891  -2.852  -0.2862
C  -1.031  -3.595  -4.215  -0.1192
C  -2.045  -4.047  -5.053  -0.1045
Si  0.354  -3.283  -1.735  0.7748
C  1.061  -4.786  -0.852  -0.2560
C  0.946  -6.067  -1.397  -0.0956
C  1.485  -7.174  -0.754  -0.0885
C  2.151  -7.020  0.453  -0.0952
C  2.279  -5.756  1.012  -0.0854
C  1.741  -4.656  0.363  -0.1060
H  -3.868  -5.170  -5.185  0.0985
H  -3.885  -5.744  -2.777  0.1008
H  -2.087  -4.948  -1.304  0.1067
H  -0.229  -2.993  -4.629  0.0949
H  -2.023  -3.806  -6.109  0.0999
H  1.347  -2.661  -2.649  0.0215
H  0.420  -6.205  -2.335  0.0980
H  1.385  -8.157  -1.197  0.0999
H  2.572  -7.882  0.955  0.0988
H  2.806  -5.629  1.950  0.0998
H  1.868  -3.674  0.804  0.0811

Calculated values
HOMO-LUMO gap   6.19 eV
Lowest unoccupied orbital energy   0.36 eV
E_HOMO   -5.8 eV

---

# C32H53NP2Pd

C32H53NP2Pd as an isolated structure (ωB97M-V with the def2-TZVPD basis set, the OMol25 dataset).

Each line ends with the Löwdin charge.
Positions of all 89 atoms, in Å:
Pd  0.582  0.229  0.288  0.6250
C  3.657  -0.071  -0.455  -0.1817
C  3.015  1.165  -0.236  -0.1951
C  3.001  -0.057  1.748  -0.1621
C  3.641  -0.812  0.757  -0.1795
C  2.461  1.154  1.131  -0.2910
C  4.334  -0.493  -1.703  -0.0007
H  3.920  0.033  -2.571  0.0814
H  4.220  -1.573  -1.872  0.0912
H  5.413  -0.279  -1.660  0.1172
C  4.256  -2.147  0.965  0.0042
H  4.260  -2.741  0.042  0.0899
H  3.711  -2.716  1.732  0.0949
H  5.299  -2.054  1.302  0.1170
C  3.005  -0.365  3.193  0.0051
H  4.022  -0.332  3.618  0.1286
H  2.619  -1.378  3.382  0.0714
H  2.392  0.345  3.755  0.0854
C  2.136  2.379  1.901  -0.0380
H  3.030  2.866  2.326  0.1228
H  1.476  2.125  2.739  0.0856
H  1.630  3.116  1.270  0.0642
C  3.162  2.383  -1.066  -0.0147
H  4.114  2.904  -0.855  0.1300
H  2.355  3.098  -0.872  0.0823
H  3.172  2.146  -2.139  0.0845
C  -3.107  0.063  -3.416  -0.1385
C  -2.082  0.556  -4.154  -0.1732
C  -2.098  1.875  -4.853  -0.1759
C  -2.835  3.006  -4.109  -0.1732
C  -2.654  3.025  -2.625  -0.1132
C  -3.581  2.556  -1.741  -0.1496
C  -4.656  1.570  -2.043  -0.1656
C  -4.450  0.699  -3.303  -0.1621
H  -2.573  1.766  -5.848  0.1386
H  -3.898  3.014  -4.397  0.1163
H  -1.068  2.202  -5.074  0.1118
H  -4.719  1.260  -4.211  0.1167
H  -3.043  -0.946  -2.998  0.1012
H  -1.295  -0.119  -4.492  0.0991
H  -5.199  -0.113  -3.249  0.1319
H  -4.803  0.905  -1.172  0.1152
H  -3.685  2.999  -0.748  0.1003
H  -5.616  2.105  -2.162  0.1380
H  -2.443  3.962  -4.503  0.1294
H  -1.835  3.663  -2.289  0.0982
P  -0.272  -0.392  -1.761  0.8513
C  -0.604  -1.990  -2.483  -0.2145
C  0.571  0.778  -2.854  -0.2036
P  -1.390  1.384  0.469  0.8060
C  -1.785  0.415  -1.064  -0.4742
C  -1.056  3.129  0.140  -0.2366
C  -2.666  1.127  1.698  -0.2239
H  -1.149  -2.613  -1.763  0.0755
H  0.361  -2.465  -2.707  0.0652
H  -1.187  -1.879  -3.403  0.0461
H  -0.156  1.368  -3.423  0.0217
H  1.198  0.179  -3.532  0.0801
H  1.217  1.455  -2.277  0.0121
H  -3.603  1.572  1.332  0.0576
H  -2.342  1.627  2.626  0.0680
H  -2.804  0.054  1.898  0.0560
H  -2.612  -0.293  -0.910  0.0883
H  -1.986  1.143  -1.839  -0.0145
H  -0.744  3.571  1.099  0.0629
H  -1.949  3.640  -0.228  0.0268
H  -0.231  3.246  -0.579  0.0497
C  -0.728  -1.405  5.792  -0.0852
N  -0.172  -2.081  4.640  -0.2862
C  1.068  -2.752  4.939  -0.0963
C  -0.324  -1.372  3.372  -0.1801
C  -0.059  -2.281  2.203  -0.2340
C  -0.395  -3.642  2.363  -0.0325
C  0.034  -4.601  1.449  -0.0530
C  0.806  -4.186  0.371  -0.0715
C  1.051  -2.815  0.162  -0.1765
C  0.491  -1.863  0.990  -0.1365
H  -0.118  -0.533  6.103  0.0894
H  -0.769  -2.106  6.636  0.0941
H  -1.747  -1.053  5.566  0.0888
H  1.439  -3.339  4.096  0.0810
H  1.860  -2.064  5.278  0.0813
H  0.874  -3.443  5.773  0.1021
H  -1.366  -1.002  3.338  0.1083
H  0.309  -0.462  3.329  0.0949
H  -0.952  -3.930  3.253  0.1296
H  -0.217  -5.656  1.596  0.1225
H  1.206  -4.922  -0.325  0.1137
H  1.658  -2.520  -0.696  0.0833

Calculated values
<S²>   6.017
Multiplicity   5
HOMO-LUMO gap (alpha / beta)   8.23 / 4.45 eV
Total charge   +2
Lowest unoccupied orbital energy (alpha / beta)   -4.43 / -8.25 eV
E_HOMO (alpha / beta)   -12.7 / -12.7 eV

---

ΔE to the lowest compared entry with this formula, charge and spin in eV, matching the order above: 0.000, 0.000
M in u, matching the order above: 821.629, 620.151
Calculated total energy in Ha, matching the order above: -3550.99453, -2115.69180